# 1
37
Properties=species:S:1:pos:R:3:forces:R:3 method="wB97M-V/def2-TZVPD" e_lumo_ev="-4.016 / -7.231" gap_ev="8.7584 / 5.6962" e_above_lowest_kcal_mol=15.31 multiplicity=5 homo_energy_ev="-12.774 / -12.927" charge=+1
Ru 0.998276 0.643159 0.623938 0.2 0.4 0.4
O 4.070337 0.393110 -1.911701 0.2 0.0 -0.2
C 2.940208 0.507670 -1.571341 -0.1 0.0 0.3
O 2.607726 1.013964 -0.337419 0.0 0.0 -0.2
C 1.721287 0.269681 -2.415492 -0.1 0.0 -0.2
C 1.612030 0.714604 -3.724844 0.2 0.0 0.1
C 0.355281 0.787035 -4.297144 -0.1 0.1 -0.2
C -0.813883 0.563188 -3.589755 0.0 0.0 0.1
C -0.668222 0.114620 -2.295467 0.0 -0.1 -0.1
C 0.580169 -0.182334 -1.759921 0.0 -0.1 0.1
O 0.692504 -0.809696 -0.576594 -0.1 -0.1 -0.1
N -1.783131 0.188806 -1.349784 0.0 0.3 -0.2
O -2.882176 -0.142545 -1.688600 0.0 -0.1 0.1
O -1.511837 0.722774 -0.265121 -0.1 -0.1 0.0
N 0.237539 1.254485 -5.698026 0.0 -0.1 0.0
O 1.266826 1.486839 -6.287927 0.0 0.0 0.0
O -0.881704 1.356991 -6.148494 0.0 0.0 0.0
H 2.485164 1.037882 -4.275489 0.0 0.0 0.0
H -1.781118 0.773349 -4.024106 0.0 0.0 0.0
Se 2.528896 4.530273 3.341896 0.0 0.0 0.0
C 1.833489 3.170201 2.407239 0.0 0.0 -0.1
N 1.377819 2.291560 1.806810 0.0 -0.1 0.1
C -0.924847 -3.869636 2.868144 0.0 0.0 0.0
C -0.823254 -2.387772 2.787795 0.0 0.1 0.0
C -1.456319 -1.383290 3.498432 0.0 -0.1 0.0
C -0.984361 -0.174876 2.989284 0.0 0.0 0.2
N -0.081091 -0.420519 2.029821 -0.1 -0.1 -0.1
N -0.016799 -1.774025 1.914444 0.1 -0.1 0.0
C -1.445253 1.184959 3.376734 0.0 0.1 -0.1
H -1.672496 -4.148186 3.605607 0.0 0.0 0.0
H 0.028779 -4.308512 3.162877 0.0 0.0 0.0
H -1.214790 -4.292956 1.906153 0.0 0.0 0.0
H -2.184300 -1.512707 4.280935 0.0 0.0 0.0
H 0.543999 -2.185753 1.183546 0.0 0.0 0.0
H -1.472779 1.275883 4.461388 0.0 0.0 0.0
H -2.458818 1.333121 3.001256 0.0 0.0 0.0
H -0.823150 1.978652 2.970925 0.0 -0.1 0.0



# 2
38
Properties=species:S:1:pos:R:3:forces:R:3 method="wB97M-V/def2-TZVPD" e_lumo_ev=-0.732 gap_ev=8.4213 homo_energy_ev=-9.153
O -0.060955 4.355213 -0.506813 -0.4 -0.1 0.0
N -0.220569 3.994151 -1.600328 0.6 0.2 0.1
O -0.089785 2.576069 -1.744003 -0.4 0.0 -0.3
C -1.029245 1.869382 -0.931730 -0.6 -0.1 0.0
C -1.073911 0.389411 -1.237231 -0.2 -0.4 -0.1
C -2.351038 -0.293834 -1.093576 0.7 0.1 -0.8
C -2.481587 -1.613587 -1.357198 -0.6 -0.3 0.3
C -1.351152 -2.374536 -1.729461 0.1 -0.1 0.0
N -1.297315 -3.686412 -1.988346 0.1 0.0 -0.1
S 0.218491 -3.993522 -2.410604 0.1 0.1 0.1
N 0.884611 -2.534898 -2.278619 -0.2 -0.3 0.1
C -0.101840 -1.720695 -1.880914 -0.1 0.3 0.0
C 0.028623 -0.317883 -1.626300 0.6 0.4 -0.3
C 1.411193 0.281205 -1.781692 0.3 -0.5 0.1
C 2.042593 0.513496 -0.388099 -0.5 -0.6 -0.5
C 2.518463 -0.831905 0.172583 -0.5 0.2 0.3
C 3.132794 -0.704870 1.552090 0.0 -0.2 -0.7
F 4.087819 0.263513 1.557888 0.0 -0.2 0.3
F 3.723747 -1.882276 1.897697 0.0 0.2 0.1
C 2.110991 -0.376004 2.670089 0.5 0.2 0.8
F 1.788894 0.927177 2.663137 -0.2 -0.3 -0.2
F 1.000133 -1.114718 2.556522 0.1 0.3 -0.1
F 2.647724 -0.635685 3.875269 -0.1 0.0 -0.3
H -2.019744 2.274553 -1.168719 0.0 0.0 0.1
H -0.865318 2.033025 0.132081 0.4 0.2 0.0
H -3.236139 0.247638 -0.806854 0.0 0.2 -0.2
H -3.441257 -2.103084 -1.255600 0.0 0.0 0.0
H 2.009366 -0.453162 -2.322516 0.1 0.1 0.0
H 1.406836 1.182250 -2.383418 -0.1 0.0 0.1
H 2.852405 1.236757 -0.440187 0.0 0.1 0.1
H 1.227561 0.851044 0.253406 0.3 0.5 0.1
H 3.191741 -1.349448 -0.509599 0.3 0.1 0.2
H 1.650232 -1.483011 0.293938 0.0 -0.1 -0.1
C -3.650045 0.997782 2.815552 0.0 -0.1 0.0
Cl -2.516277 0.858448 1.462969 -0.3 0.1 1.1
Cl -5.311141 0.866601 2.234525 0.0 0.0 0.0
Cl -3.311100 -0.221696 4.038141 0.0 0.0 0.0
H -3.525799 1.973513 3.265920 0.0 0.0 0.0



# 3
26
Properties=species:S:1:pos:R:3:forces:R:3 method="wB97M-V/def2-TZVPD" e_lumo_ev=0.032 gap_ev=8.5243 e_above_lowest_kcal_mol=0.00 homo_energy_ev=-8.492
C 4.147940 -0.026034 -0.232708 0.1 0.1 -0.1
C 3.680391 1.124860 -0.841882 0.2 -0.1 -0.1
C 3.320566 -0.744994 0.611895 0.0 -0.1 0.1
C 2.385948 1.556648 -0.622748 -0.3 0.0 0.1
C 2.028232 -0.315844 0.841782 0.0 0.1 0.0
C 1.544981 0.835922 0.223662 0.4 0.1 -0.1
C -3.039122 1.057758 -0.718336 0.5 0.1 -0.1
C -1.702207 1.039861 -0.782749 -0.8 -0.6 -0.2
C -0.627960 2.024641 -0.631649 0.1 0.5 0.1
C -3.522130 -0.225803 -0.097324 -0.1 -0.2 0.0
C -2.288303 -0.717251 0.701740 0.0 0.0 0.1
C -1.151882 -0.173824 -0.118728 1.9 2.4 1.0
C 0.148587 1.250641 0.453028 -1.9 -2.5 -0.7
O -0.402326 3.096735 -1.116980 0.1 0.0 0.0
Cl -0.247756 1.741283 2.078739 0.0 0.2 0.2
H 5.158679 -0.358340 -0.412649 0.1 0.0 0.0
H 4.330935 1.688192 -1.492990 0.0 0.1 -0.1
H 3.685567 -1.643016 1.089478 0.0 -0.1 0.0
H 2.028601 2.453464 -1.101175 -0.1 0.1 0.0
H 1.379100 -0.874585 1.497754 -0.1 -0.1 0.1
H -3.694730 1.870971 -0.970831 0.0 0.3 0.0
H -4.403515 -0.076673 0.523823 0.0 0.0 0.0
H -3.779544 -0.948057 -0.877224 -0.1 0.0 0.0
H -2.299361 -0.256392 1.695278 0.1 0.0 0.0
H -2.253902 -1.795487 0.828718 0.0 -0.1 0.0
H -0.532750 -0.865810 -0.667032 0.2 -0.1 -0.2



# 4
46
Properties=species:S:1:pos:R:3:forces:R:3 method="wB97M-V/def2-TZVPD" e_lumo_ev=2.331 gap_ev=7.8779 e_above_lowest_kcal_mol=48.96 homo_energy_ev=-5.547 charge=-1
Pb 0.224379 0.156732 -0.318087 -1.5 -0.4 0.2
O 2.380202 -3.360403 -2.582822 -0.3 0.6 0.9
C 2.020675 -2.264575 -1.871861 0.7 -0.6 0.4
O 1.690670 -1.214199 -2.361434 -0.3 -0.4 -0.2
C 2.249397 -2.468913 -0.383140 -0.1 -0.8 -1.1
O 2.067572 -1.241116 0.213911 0.9 0.1 1.1
C 3.283887 -0.578574 0.520514 0.7 1.2 -0.8
C 3.074626 0.951359 0.452682 -0.3 -0.8 0.1
O 3.931869 1.628873 0.970591 0.3 0.8 0.1
O 2.028802 1.364804 -0.190471 1.1 0.4 0.4
H 2.063989 -3.181031 -3.462140 -0.1 0.0 -1.0
H 3.241424 -2.915731 -0.292178 0.3 0.4 0.3
H 1.575390 -3.182538 0.057702 -0.5 -0.2 -0.2
H 4.026097 -0.763061 -0.285457 -0.3 -0.1 0.3
H 3.705464 -0.850873 1.491206 -0.4 -0.1 -0.2
N 0.715965 4.312311 -1.678258 0.0 1.8 -1.7
N 1.287580 4.338495 -0.446765 0.6 -0.3 2.2
C 0.483663 4.118480 0.651581 0.1 0.0 0.0
N 1.048636 3.923160 1.837967 2.4 -0.6 0.3
N -0.805922 4.172309 0.461158 -0.4 0.1 -1.5
N -1.634133 3.731922 1.481111 1.3 0.1 0.2
O -2.812394 2.114317 0.091072 0.0 -0.1 -1.2
O -1.511834 4.156412 2.688254 -0.4 0.5 0.7
H 0.053604 3.577038 -1.784960 -0.5 -0.9 0.2
H 0.169809 5.184783 -1.759033 0.4 -0.7 -0.2
H 2.268239 4.044812 -0.348264 -0.9 0.1 -0.3
H 2.028992 3.589552 1.959225 -1.4 0.4 -0.4
H 0.479433 4.124080 2.631138 -0.5 -0.3 0.6
F -5.091176 -4.246509 -1.918379 -1.0 -0.1 0.1
C -4.007711 -3.679617 -1.404602 1.0 0.4 0.5
C -3.955088 -2.979613 -0.187121 0.8 -0.9 -0.1
F -5.001692 -2.921323 0.640834 -0.6 0.1 -0.2
C -2.730033 -2.515032 0.303435 -1.7 -0.1 -0.6
F -2.730844 -1.870284 1.472559 0.0 0.0 0.2
C -1.554828 -2.624031 -0.418303 0.2 0.3 0.1
O -0.471362 -2.122521 0.053872 0.9 0.0 -0.3
C -1.656044 -3.297330 -1.647300 0.9 -0.1 0.5
F -0.488232 -3.470904 -2.321394 -0.5 0.0 -0.2
C -2.818067 -3.855964 -2.102124 0.2 0.2 -0.7
F -2.782843 -4.512950 -3.288422 -0.4 0.1 0.5
S -0.058762 0.108246 2.491558 0.2 0.2 0.1
C 1.359193 -0.636103 3.013770 -0.1 0.0 -0.5
N 2.360124 -1.160925 3.277106 -0.3 0.0 0.4
N -3.619226 2.207704 1.375944 -1.5 0.1 0.2
C -2.445959 2.834971 1.130421 0.1 -0.6 0.6
H -3.643533 1.273760 1.784901 0.9 0.1 0.2



no.,F_max (eV/Å)
1,0.6
2,1.2
3,3.3
4,2.4